Record 1
13
Properties=species:S:1:pos:R:3 method="wB97M-V/def2-TZVPD" homo_lumo_gap_ev="8.287 / 8.286" homo_energy_ha="-0.29575 / -0.29575" de_lowest_kj_mol=475.0 lumo_ha="0.0088 / 0.0087"
C 1.233 -0.269 -0.737
C 0.097 0.494 -0.340
C 3.316 -0.215 0.637
C -1.352 0.417 -0.448
C -2.122 -0.396 0.552
N 2.386 -0.167 -0.122
N -0.410 1.546 0.176
H 1.203 -0.956 -1.480
H 4.251 0.274 0.888
H -1.754 0.949 -1.298
H -2.326 0.289 1.385
H -1.516 -1.234 0.808
H -3.005 -0.731 -0.020

---

Record 2
14
Properties=species:S:1:pos:R:3 method="wB97M-V/def2-TZVPD" homo_lumo_gap_ev="8.662 / 9.266" homo_energy_ha="-0.34502 / -0.35095" de_lowest_kj_mol=539.3 lumo_ha="-0.0267 / -0.0104"
C 1.514 -1.429 -2.147
C 1.320 -1.106 -0.900
C -0.944 1.421 -0.090
C -0.978 0.009 1.833
N -1.144 0.107 0.421
F 2.795 -1.476 -2.682
F 2.025 -1.148 0.216
H 0.752 -1.394 -2.916
H -1.860 2.014 0.215
H 0.025 1.881 0.373
H -0.922 1.275 -1.219
H -1.642 0.509 2.585
H -0.995 -1.065 2.136
H 0.053 0.402 2.176

---

Record 3
26
Properties=species:S:1:pos:R:3 method="wB97M-V/def2-TZVPD" homo_lumo_gap_ev="4.020 / 3.790" multiplicity=3 homo_energy_ha="-0.05812 / -0.08389" charge=-1 de_lowest_kj_mol=0.0 lumo_ha="0.0896 / 0.0554"
C 0.408 -0.709 -2.002
C -0.666 -1.596 -2.360
C -0.672 -2.608 -1.355
C 0.530 -2.555 -0.581
C 1.144 -1.312 -0.896
Pt -0.193 1.999 0.669
P -0.728 4.038 0.494
H 0.634 0.261 -2.451
H -1.389 -1.431 -3.171
H -1.419 -3.397 -1.286
H 2.003 -0.880 -0.394
H 0.869 -3.306 0.136
H -1.831 4.377 1.359
H -1.113 4.679 -0.732
H 0.338 4.880 0.933
C 1.187 -1.091 5.024
N 0.412 0.016 4.446
C -0.925 0.259 5.040
C 0.677 0.494 3.248
N 0.374 1.010 2.229
H 0.836 -1.196 6.054
H 2.259 -0.860 4.993
H 1.045 -2.026 4.466
H -1.176 1.330 4.997
H -1.714 -0.314 4.534
H -0.892 -0.060 6.082

---

Record 4
19
Properties=species:S:1:pos:R:3 method="wB97M-V/def2-TZVPD" homo_lumo_gap_ev=11.238 homo_energy_ha=-0.53462 charge=+1 de_lowest_kj_mol=137.8 lumo_ha=-0.1216
O -1.247 -1.277 -0.984
C -1.346 -0.104 -1.184
C -0.635 0.822 -0.149
C 0.574 1.473 -0.832
C 1.616 0.463 -1.381
N -0.146 0.033 1.020
H -1.666 0.407 -2.102
H -1.225 1.616 0.317
H 1.090 2.087 -0.085
H 0.270 2.160 -1.622
H 1.338 -0.595 -1.277
H 1.730 0.564 -2.453
H 2.533 0.597 -0.820
H 0.666 -0.554 0.841
H -0.824 -0.609 1.457
H 0.253 0.615 1.751
H -1.712 -2.497 2.202
H -0.476 -2.920 2.979
O -0.792 -2.278 2.322

---

Record 5
18
Properties=species:S:1:pos:R:3 method="wB97M-V/def2-TZVPD" homo_lumo_gap_ev=11.101 homo_energy_ha=-0.56965 charge=+1 de_lowest_kj_mol=83.3 lumo_ha=-0.1617
C -1.760 0.412 -1.145
C -1.501 -0.683 -0.160
C 0.425 -1.781 0.825
N -0.040 -0.839 0.118
H -1.351 0.303 -2.150
H -1.495 1.394 -0.753
H -2.833 0.479 -1.347
H -1.843 -1.673 -0.460
H -1.947 -0.470 0.811
H 1.467 -1.772 1.114
H -0.262 -2.488 1.279
H 0.607 -0.087 -0.138
H 1.918 1.694 1.769
H 0.900 1.408 2.848
O 1.082 1.232 1.909
H 1.987 0.799 -2.246
H 2.773 1.078 -0.969
O 1.872 0.994 -1.306

---

Record 6
18
Properties=species:S:1:pos:R:3 method="wB97M-V/def2-TZVPD" homo_lumo_gap_ev=8.652 homo_energy_ha=-0.31618 de_lowest_kj_mol=150.4 lumo_ha=0.0018
C 0.071 1.756 -0.359
C 0.666 0.473 -0.993
C 0.858 -1.712 0.646
C -0.131 -2.040 -0.436
C -0.481 1.489 0.974
C -0.007 -0.608 -0.024
N -0.936 0.035 0.876
I -2.832 -0.002 -0.114
H 0.844 2.553 -0.474
H -0.738 2.301 -0.877
H 0.398 0.139 -2.052
H 1.745 0.574 -0.785
H 0.490 -2.052 1.638
H 1.895 -1.500 0.472
H 0.166 -2.369 -1.474
H -0.862 -2.714 -0.075
H 0.200 1.548 1.816
H -1.344 2.129 1.242